C7H16N2 | the ωB97M-V functional and the def2-TZVPD basis

Last column: natural (NBO) charge in e.
Geometry (Å):
C1 -0.5628 -0.3016 -0.2956  0.422
C2 1.3961 0.9556 0.7965  -0.193
C3 0.7110 -0.4113 0.4898  -0.485
C4 -0.9801 -2.7976 -1.3261  -0.470
C5 -1.8351 -0.0324 0.4332  -0.706
C6 1.7985 1.6775 -0.4917  -0.611
C7 0.5950 1.8796 1.7171  -0.614
N1 -0.1106 -1.7680 -1.8922  -0.414
N2 -0.5701 -0.4253 -1.6241  -0.433
H1 -1.4067 -0.1420 -2.1326  0.353
H2 2.3140 0.6827 1.3298  0.204
H3 1.4153 -1.0266 -0.0606  0.257
H4 0.5076 -0.9178 1.4388  0.213
H5 -2.0568 -2.5739 -1.4206  0.156
H6 -0.7871 -3.0838 -0.2758  0.152
H7 -0.7830 -3.6875 -1.9297  0.214
H8 -1.6823 0.4100 1.4149  0.229
H9 -2.5123 0.5996 -0.1470  0.225
H10 -2.3382 -0.9990 0.5756  0.248
H11 2.3834 1.0281 -1.1443  0.220
H12 0.9196 1.9990 -1.0537  0.204
H13 2.3965 2.5619 -0.2628  0.208
H14 1.2017 2.7379 2.0107  0.216
H15 -0.2964 2.2678 1.2207  0.198
H16 0.2828 1.3670 2.6299  0.205

HOMO-LUMO gap (spin up / spin down)	8.138 / 6.925	eV
HOMO level (spin up / spin down)	-7.8 / -6.8	eV
net charge	0
lowest unoccupied orbital energy (spin up / spin down)	0.39 / 0.11	eV
ΔE to the lowest compared entry with this formula, charge and spin	4.416	eV
calculated total energy	-385.678324	a.u.

C7H16N2O | the ωB97M-V functional and the def2-TZVPD basis

Last column: natural (NBO) charge in e.
Geometry (Å):
C1 1.3763 -1.8873 0.1857  -0.002
C2 -1.6616 1.0696 -0.3219  -0.610
C3 -1.0862 -1.2514 -1.1302  -0.595
C4 -1.6651 -0.8715 1.2353  -0.585
C5 1.6721 1.1083 -1.2312  -0.432
C6 0.4805 -0.0057 0.5468  0.061
C7 -0.9966 -0.2548 0.0515  -0.144
N1 1.9323 1.8379 0.9857  -0.648
N2 1.1541 1.1436 0.1079  -0.216
O1 2.5053 -1.9893 -0.1839  -0.524
H1 0.6725 -2.7780 0.3921  0.200
H2 -2.8342 1.0893 -0.3515  0.232
H3 -1.3398 1.9884 0.3449  0.217
H4 -1.2042 1.3578 -1.3273  0.209
H5 -0.2176 -1.1852 -1.8047  0.226
H6 -1.9281 -1.0573 -1.9397  0.207
H7 -1.2221 -2.1842 -0.8066  0.202
H8 -2.7871 -1.0581 0.9227  0.211
H9 -1.2008 -1.7535 1.5115  0.212
H10 -1.7595 -0.0817 2.1190  0.207
H11 0.7118 0.8436 -1.7179  0.214
H12 2.0521 2.1799 -1.2054  0.230
H13 2.4307 0.3313 -1.2520  0.222
H14 0.6459 0.0117 1.6302  0.202
H15 1.4662 1.9392 1.8801  0.354
H16 2.8034 1.4574 1.3587  0.352

HOMO-LUMO gap (spin up / spin down)	5.648 / 8.313	eV
HOMO level (spin up / spin down)	-5.0 / -9.5	eV
net charge	0
lowest unoccupied orbital energy (spin up / spin down)	0.70 / -1.18	eV
ΔE to the lowest compared entry with this formula, charge and spin	1.460	eV
calculated total energy	-460.779070	a.u.
multiplicity	3

C7H16N2O2 | the ωB97M-V functional and the def2-TZVPD basis

Last column: natural (NBO) charge in e.
Geometry (Å):
C1 -0.4588 -0.4508 -2.1842  -0.632
C2 -0.8646 -0.9731 -0.8082  -0.219
N1 0.2733 -1.5530 -0.0052  -0.451
C3 0.6942 -2.7333 -0.7553  -0.465
C4 -0.0452 -1.7677 1.3414  0.689
C5 -0.4357 -0.5353 2.1273  -0.709
O1 0.2354 -2.8127 1.8900  -0.590
H1 -1.2973 -0.0750 -2.7276  0.220
H2 0.0657 -1.1027 -2.8532  0.198
H3 0.3336 0.2637 -1.8646  0.244
H4 -1.4135 -0.1302 -0.3824  0.197
H5 -1.5643 -1.8200 -0.8599  0.175
H6 1.1029 -3.4024 -0.0036  0.260
H7 -0.1580 -3.3775 -1.1308  0.171
H8 1.0052 -2.4204 -1.7366  0.223
H9 -0.6437 -0.8445 3.1476  0.240
H10 0.3452 0.2154 2.2282  0.225
H11 -1.3156 -0.1191 1.6366  0.219
C6 -1.1369 3.0876 0.0297  -0.729
C7 0.2130 2.5721 -0.4235  0.672
N2 1.2378 2.5233 0.4789  -0.836
O2 0.4372 2.4078 -1.6068  -0.609
H12 -1.7909 3.0227 -0.8442  0.240
H13 -1.1241 4.1358 0.3124  0.240
H14 -1.6752 2.5321 0.7960  0.223
H15 2.1263 2.4609 0.0101  0.406
H16 1.1454 2.2923 1.4495  0.397

HOMO-LUMO gap	9.998	eV
SMILES	CCN(C)C(C)=O.CC(N)=O
HOMO level	-9.4	eV
net charge	0
lowest unoccupied orbital energy	0.64	eV
ΔE to the lowest compared entry with this formula, charge and spin	0.943	eV
calculated total energy	-536.285503	a.u.